Entry 1:
{
  "formula": "C16H15BO3S",
  "method": "wB97M-V/def2-TZVPD",
  "elements": ["O", "B", "O", "C", "C", "C", "C", "C", "C", "O", "C", "C", "C", "C", "C", "C", "C", "C", "C", "C", "S", "H", "H", "H", "H", "H", "H", "H", "H", "H", "H", "H", "H", "H", "H", "H"],
  "xyz": [[-0.99, -4.36, 6.04], [-1.62, -3.29, 5.57], [-2.88, -3.13, 5.99], [-0.79, -2.42, 4.45], [-1.38, -1.41, 3.78], [-0.48, -0.79, 2.76], [-0.83, 0.18, 1.78], [-0.07, 0.19, 0.67], [-0.44, 0.87, -0.61], [-0.30, 0.01, -1.68], [-0.79, 0.52, -2.92], [0.20, 1.47, -3.50], [1.42, 1.75, -2.93], [2.28, 2.66, -3.52], [1.90, 3.31, -4.71], [0.70, 2.95, -5.34], [-0.08, 2.05, -4.72], [1.13, -0.57, 0.69], [1.59, -1.36, 1.64], [0.73, -1.49, 2.68], [0.90, -2.59, 4.07], [-0.09, -4.46, 5.70], [-3.03, -3.94, 6.51], [-2.44, -1.30, 3.77], [-1.77, 0.75, 1.92], [0.08, 1.78, -0.72], [-1.49, 1.11, -0.59], [-0.93, -0.17, -3.75], [-1.74, 1.00, -2.60], [1.63, 1.07, -2.17], [3.24, 2.95, -3.09], [2.60, 4.02, -5.09], [0.44, 3.38, -6.31], [-0.97, 1.70, -5.19], [1.79, -0.48, -0.17], [2.50, -1.99, 1.58]],
  "lowdin_charge": [0.18, -0.74, 0.20, -0.40, -0.06, -0.20, 0.02, -0.17, -0.20, -0.13, -0.13, -0.21, -0.04, -0.06, -0.08, -0.09, -0.08, -0.04, -0.11, -0.46, 1.05, 0.08, 0.12, 0.11, 0.14, 0.12, 0.12, 0.14, 0.14, 0.09, 0.11, 0.09, 0.11, 0.11, 0.12, 0.14],
  "multiplicity": 1,
  "largest_force_ha_per_bohr": 0.0786,
  "smiles": "OB(O)c1cc2cc(COCc3ccccc3)ccc2s1",
  "gap_ev": 9.0
}

Entry 2:
{
  "formula": "C16H15BrPdSe",
  "method": "wB97M-V/def2-TZVPD",
  "elements": ["C", "C", "C", "H", "C", "C", "H", "H", "H", "H", "Pd", "Br", "C", "C", "C", "H", "C", "C", "H", "H", "H", "H", "Se", "C", "C", "C", "C", "C", "C", "H", "H", "H", "H", "H"],
  "xyz": [[0.77, 0.11, 2.23], [-0.68, 0.07, 2.26], [-1.10, -1.18, 1.76], [-1.31, 0.85, 2.66], [0.05, -1.90, 1.30], [1.23, -1.17, 1.71], [2.28, -1.48, 1.63], [1.42, 0.90, 2.61], [-2.11, -1.55, 1.78], [0.04, -2.87, 0.81], [0.70, 0.11, 0.06], [0.92, 2.54, 0.34], [3.65, 2.56, -2.35], [4.61, 1.64, -1.83], [4.99, 2.08, -0.53], [5.00, 0.77, -2.35], [4.28, 3.28, -0.25], [3.45, 3.58, -1.37], [2.80, 4.43, -1.47], [3.16, 2.51, -3.31], [5.73, 1.62, 0.11], [4.33, 3.86, 0.66], [-1.07, -0.27, -1.68], [-2.57, -1.15, -1.01], [-2.62, -2.55, -0.81], [-3.75, -3.13, -0.24], [-4.87, -2.36, 0.08], [-4.87, -0.99, -0.23], [-3.74, -0.39, -0.79], [-1.75, -3.13, -1.13], [-3.75, -4.21, -0.06], [-5.75, -2.82, 0.54], [-5.75, -0.38, -0.05], [-3.72, 0.65, -1.10]],
  "mulliken_spin": [0.03, 0.22, 0.17, 0.01, 0.08, 0.13, 0.02, -0.02, 0.03, -0.02, 1.01, 0.22, 0.00, 0.00, 0.00, 0.00, 0.00, 0.00, 0.00, 0.00, 0.00, 0.00, 0.09, 0.01, 0.00, 0.00, 0.00, 0.00, 0.01, 0.00, 0.00, 0.00, 0.00, 0.00],
  "multiplicity": 3,
  "s2": 2.012,
  "total_charge": -2,
  "largest_force_ha_per_bohr": 0.0347,
  "gap_ev": [4.5, 4.2]
}